This record from OMol25 describes a molecular structure, C8H18AgO4 at a distorted geometry. The level of theory is ωB97M-V/def2-TZVPD.

```
! RIJCOSX wB97M-V def2-TZVPD def2/J DEFGRID3
* xyz 1 3
Ag -0.78 -1.83 0.68
O 2.44 1.06 1.67
O 5.36 1.13 1.06
O -2.54 -0.96 0.76
O -0.43 -1.58 -1.25
C 3.07 1.91 0.73
C -3.68 -1.30 1.57
C 1.12 1.42 1.94
C 0.17 -2.50 -2.17
C -1.56 0.52 -0.88
C 4.34 1.27 0.17
C -0.82 -0.32 -1.86
C -2.82 0.05 -0.24
H 1.08 -2.05 -2.59
H -0.55 -2.74 -2.96
H -1.46 -0.57 -2.72
H -3.32 0.89 0.26
H -1.35 1.59 -0.87
H 0.40 1.12 1.11
H -3.50 -0.40 -0.98
H 4.02 0.30 -0.28
H 0.81 0.91 2.86
H -3.91 -0.45 2.23
H 4.60 1.91 -0.71
H 3.33 2.87 1.22
H -4.53 -1.51 0.91
H -3.42 -2.18 2.16
H 0.09 0.18 -2.21
H 0.43 -3.40 -1.61
H 1.02 2.51 2.10
H 2.36 2.15 -0.09
*
```

Summary:
- LUMO (alpha / beta): -3.998 / -4.856 eV
- HOMO (alpha / beta): -12.5 / -12.3 eV
- Energy above the lowest of the compared OMol25 structures with the same formula, charge and spin: 0.1 kJ/mol
- Gap between HOMO and LUMO (alpha / beta): 8.52 / 7.47 eV

Mulliken atomic charge list, values in e, 5 entries: 0.773 -0.326 -0.310 -0.379 -0.348